No. 1
Computed, not measured: 6 unconnected molecules or ions with the total composition C14H26Cl10N3O2S at a distorted geometry, with the ωB97M-V functional and the def2-TZVPD basis.

Properties
Highest occupied orbital energy ... -0.423 Eh
Kohn-Sham gap ... 8.329 eV
Charge ... +1
Maximum force ... 2.6 eV/A
LUMO level ... -3.193 eV

Each line ends with the Löwdin charge.
Atoms and positions in Å:
1 C -3.30488 -3.66239 0.79911  -0.1400
2 N -2.84566 -3.96097 -0.39813  0.0368
3 N -2.36136 -2.79777 -0.94694  0.0284
4 C -2.56269 -1.85064 -0.03480  -0.6485
5 S -2.16549 -0.11290 -0.23151  0.9089
6 C -1.66667 0.61031 1.38714  -0.4814
7 C -0.29559 0.01031 1.93656  -0.2740
8 C 0.97887 0.62136 1.22267  -0.2253
9 C 1.38212 -0.30756 0.01511  -0.1426
10 C 2.16753 0.39395 -1.13675  -0.2162
11 C 1.55210 1.67673 -1.83414  -0.0070
12 N 1.06704 1.24588 -3.19031  0.0969
13 C 1.43607 -0.20270 -3.45087  -0.1333
14 O 2.02107 -0.59665 -2.23014  -0.1419
15 O -3.15149 -2.32339 1.10796  0.0163
16 H -3.77893 -4.35984 1.51914  0.1468
17 H -1.60599 1.71898 1.22562  0.0579
18 H -2.47204 0.48336 2.15988  0.0860
19 H -0.21368 0.07534 3.04292  0.0699
20 H -0.29706 -1.07928 1.65028  0.1050
21 H 0.86913 1.70259 0.97662  0.0736
22 H 1.80777 0.54424 1.97172  0.0867
23 H 0.51493 -0.82653 -0.46773  0.0922
24 H 2.03286 -1.12058 0.43181  0.1237
25 H 3.29049 0.44026 -1.00522  0.1054
26 H 2.28760 2.48531 -2.07753  0.1504
27 H 0.68961 2.09897 -1.27255  0.1368
28 H 0.04768 1.24076 -3.32544  0.1835
29 H 1.41994 1.74085 -4.01767  0.1861
30 H 2.25421 -0.40342 -4.18489  0.1353
31 H 0.48435 -0.76193 -3.65019  0.1431
32 C 0.80478 2.86855 4.41794  -0.9890
33 Cl -0.78036 2.44885 3.73941  0.5916
34 Cl 2.04101 3.03865 3.16535  0.5623
35 H 0.71688 3.81243 4.94731  0.0139
36 H 1.10835 2.08703 5.10534  -0.0318
37 C -5.67081 -0.23067 -1.46858  -1.0308
38 Cl -4.77093 0.88475 -2.50517  0.4776
39 Cl -6.85451 0.62592 -0.47781  0.5234
40 H -6.18949 -0.95074 -2.09488  0.0327
41 H -4.97101 -0.74395 -0.81546  -0.0197
42 C 5.28235 -1.52515 -1.19589  -1.0400
43 Cl 6.81353 -2.37664 -1.39520  0.5432
44 Cl 5.18665 -0.73016 0.38478  0.5377
45 H 5.19480 -0.77183 -1.97454  0.0209
46 H 4.46789 -2.23969 -1.27967  0.0291
47 C -0.85088 2.16170 8.18159  -0.9849
48 Cl 0.57868 1.32034 7.56792  0.5406
49 Cl -1.39119 3.43263 7.07430  0.5251
50 H -1.65386 1.44120 8.30615  0.0304
51 H -0.60660 2.61192 9.13926  0.0307
52 C 0.26765 -2.04192 -7.01561  -1.0065
53 Cl 1.36154 -2.79821 -5.85107  0.5290
54 Cl 0.83971 -0.43273 -7.48015  0.4939
55 H 0.21019 -2.66654 -7.90218  0.0330
56 H -0.71623 -1.94840 -6.56488  0.0281

Cartesian forces (eV/Å) of the 3 atoms listed first:
0.41 -0.37 -1.05
-0.98 0.33 1.92
-0.14 1.96 1.53

---

No. 2
Computed, not measured: a molecular structure, C37H45BaBrN6O5S, with the ωB97M-V functional and the def2-TZVPD basis.

Properties
Highest occupied orbital energy ... -0.059 Eh
Kohn-Sham gap ... 5.431 eV
Charge ... -2
Maximum force ... 0.3 eV/A
LUMO level ... 3.838 eV

Each line ends with the Löwdin charge.
Atoms and positions in Å:
1 Ba -1.42696 0.15192 -0.68789  1.6827
2 N -3.43958 0.45052 2.93527  -0.0048
3 C -3.61260 1.85833 3.25355  -0.2951
4 C -2.52677 2.69090 2.58219  -0.2532
5 N -2.54306 2.53628 1.13435  -0.1035
6 C -3.62630 3.26847 0.48944  -0.2284
7 C -3.76010 2.89162 -0.97777  -0.2692
8 N -2.45211 2.86802 -1.61610  -0.0471
9 H -3.58114 0.27748 1.93837  0.0212
10 H -4.12340 -0.11469 3.42251  0.0661
11 H -3.51359 1.99490 4.33571  0.1013
12 H -4.60243 2.25570 2.98013  0.0925
13 H -1.55956 2.33862 2.94453  0.0708
14 H -2.64361 3.74658 2.88681  0.1071
15 H -1.66105 2.84409 0.73683  0.0603
16 H -3.47607 4.36076 0.59036  0.1104
17 H -4.56530 3.02905 0.99008  0.1091
18 H -4.48060 3.57672 -1.44883  0.1072
19 H -4.19438 1.89043 -1.03471  0.0769
20 H -2.04878 3.78776 -1.74797  0.0814
21 H -2.47193 2.39233 -2.51205  0.0268
22 O 0.86426 3.55149 -3.47380  0.0246
23 C 0.69204 2.60384 -2.70750  -0.4991
24 N -0.02027 1.47624 -2.90082  0.0415
25 C -0.22814 1.03763 -4.17351  -0.4674
26 O 0.50500 1.17758 -5.14541  0.0390
27 C -1.49037 0.20815 -4.34975  -0.2072
28 C -1.57830 -0.72622 -5.37405  -0.0102
29 C -2.74065 -1.46442 -5.50683  -0.0701
30 C -3.78693 -1.23299 -4.63734  -0.0656
31 C -3.62424 -0.27791 -3.64944  -0.1429
32 N -2.49673 0.42074 -3.49256  0.0295
33 C 1.33589 2.70767 -1.33626  -0.2088
34 C 2.63134 3.21325 -1.27009  -0.0244
35 C 3.27941 3.23293 -0.05233  -0.0772
36 C 2.60744 2.77667 1.07075  -0.0582
37 C 1.30439 2.33450 0.91650  -0.1457
38 N 0.67253 2.29076 -0.25997  0.0648
39 H -0.72579 -0.84598 -6.02741  0.1092
40 H -2.82197 -2.22781 -6.27153  0.0998
41 H -4.70651 -1.80087 -4.67897  0.1088
42 H -4.42565 -0.06955 -2.94856  0.0984
43 H 3.09624 3.55167 -2.18541  0.1151
44 H 4.30336 3.58086 0.02424  0.0992
45 H 3.08055 2.73808 2.04318  0.0978
46 H 0.74291 1.97633 1.77206  0.0624
47 O -5.72409 0.07978 -0.98137  -0.0432
48 C -4.85024 -0.73173 -0.61791  -0.6807
49 O -3.83243 -0.43184 0.07637  -0.3088
50 C -5.04769 -2.18687 -1.01915  -0.1632
51 C -6.37641 -2.61744 -0.98581  -0.0654
52 C -6.74885 -3.91613 -1.28274  -0.1370
53 C -5.75238 -4.81584 -1.65233  -0.1398
54 C -4.43819 -4.40208 -1.71693  -0.1682
55 C -4.02546 -3.08594 -1.40699  -0.6661
56 S -2.31817 -2.74220 -1.60116  0.3963
57 H -7.12424 -1.87966 -0.72150  0.1009
58 H -7.78863 -4.21939 -1.23314  0.0756
59 H -6.00336 -5.84334 -1.89829  0.0813
60 H -3.66386 -5.09654 -2.02011  0.0716
61 C 5.78126 -2.02177 4.03457  -0.0590
62 C 5.02527 -0.68503 4.00108  -0.5666
63 C 5.99954 0.42689 3.58356  -0.0574
64 C 4.54256 -0.38313 5.42005  -0.0805
65 C 3.87045 -0.75837 3.00540  -0.2058
66 C 2.54402 -0.56390 3.35967  -0.1049
67 C 1.55321 -0.61388 2.39591  -0.5773
68 Br -0.26624 -0.35251 2.89241  0.8112
69 C 1.79096 -0.82603 1.01535  -0.4631
70 O 0.84493 -0.76213 0.15556  -0.3761
71 C 3.15870 -1.11182 0.67297  -0.0857
72 C 4.12775 -1.04720 1.65668  -0.0050
73 C 3.49929 -1.48386 -0.77129  -0.5300
74 C 2.70554 -2.73464 -1.18012  -0.0375
75 C 4.98611 -1.80468 -0.94914  -0.0847
76 C 3.16180 -0.32412 -1.71806  -0.0320
77 H 6.61774 -1.97476 4.74010  0.0736
78 H 6.18024 -2.27695 3.05210  0.0724
79 H 5.11195 -2.82799 4.34098  0.0867
80 H 6.84650 0.48514 4.27555  0.0740
81 H 5.48941 1.39257 3.57615  0.0808
82 H 6.38820 0.24892 2.57988  0.0742
83 H 5.39877 -0.33589 6.09879  0.0755
84 H 3.86480 -1.15856 5.78219  0.0828
85 H 4.02041 0.57461 5.46749  0.0818
86 H 2.25349 -0.36692 4.38339  0.0844
87 H 5.15626 -1.23576 1.37259  0.0848
88 H 2.98954 -3.58673 -0.55565  0.0850
89 H 2.92229 -2.98587 -2.22276  0.0800
90 H 1.63551 -2.57214 -1.07426  0.0772
91 H 5.29935 -2.63536 -0.31084  0.0782
92 H 5.61982 -0.94037 -0.73196  0.0778
93 H 5.16302 -2.09165 -1.98850  0.0776
94 H 2.10649 -0.06679 -1.67055  0.0625
95 H 3.39601 -0.59859 -2.75154  0.0874
96 H 3.74855 0.56005 -1.45662  0.0789

Cartesian forces (eV/Å) of the 3 atoms listed first:
0.12 0.03 0.08
0.00 0.00 0.03
0.01 -0.01 -0.01

---

No. 3
Computed, not measured: a molecular structure, C26H25Cl5N4O9P3Yb at a distorted geometry, with the ωB97M-V functional and the def2-TZVPD basis.

Properties
Highest occupied orbital energy (spin up / spin down) ... -0.322 / -0.322 Eh
Kohn-Sham gap (spin up / spin down) ... 8.921 / 8.918 eV
Charge ... 0
Spin multiplicity ... 2
⟨S²⟩ ... 0.751
Maximum force ... 1.5 eV/A
LUMO level (spin up / spin down) ... 0.152 / 0.152 eV

Each line ends with the Löwdin charge.
Atoms and positions in Å:
1 Yb -0.75668 -0.02452 -0.89680  1.4923
2 N 0.24653 1.21035 2.57549  -0.1185
3 P -0.50072 -0.21025 1.97836  1.0565
4 C -1.15563 -0.98652 3.51384  -0.3262
5 C -2.44398 -1.51314 3.53653  -0.0653
6 C -2.91089 -2.16620 4.67563  -0.0661
7 C -2.10532 -2.27707 5.79539  -0.0831
8 C -0.82030 -1.73840 5.78219  -0.0805
9 C -0.34598 -1.10731 4.64615  -0.0958
10 C 0.94559 -1.35726 1.89380  -0.3722
11 C 2.25485 -0.95410 2.11683  -0.1131
12 C 3.27897 -1.89582 2.16595  -0.0879
13 C 2.99723 -3.23797 1.97376  -0.0836
14 C 1.69092 -3.64162 1.71197  -0.0699
15 C 0.67056 -2.70814 1.66583  -0.0985
16 C 0.04116 2.45812 2.00985  -0.3863
17 C 0.63954 3.59341 2.57901  -0.0160
18 C 0.41863 4.82146 2.00193  -0.0702
19 C -0.40732 4.91070 0.88209  -0.0754
20 C -0.95234 3.74032 0.40196  -0.1823
21 N -0.73134 2.52809 0.92777  0.0522
22 H 0.77964 1.20128 3.42658  0.0930
23 H -3.09082 -1.44040 2.66868  0.0754
24 H -3.91075 -2.58517 4.67644  0.1099
25 H -2.46866 -2.78669 6.68009  0.1029
26 H -0.18159 -1.82836 6.65285  0.1031
27 H 0.67574 -0.73845 4.64045  0.1005
28 H 2.48695 0.09639 2.24666  0.0956
29 H 4.30124 -1.57196 2.33586  0.1084
30 H 3.79521 -3.96893 2.00681  0.1046
31 H 1.46887 -4.69053 1.54762  0.1071
32 H -0.34754 -3.02196 1.45745  0.1145
33 H 1.26202 3.48705 3.46076  0.1122
34 H 0.87277 5.71053 2.42559  0.1107
35 H -0.62584 5.85795 0.40535  0.1033
36 H -1.60610 3.76692 -0.46367  0.0534
37 N -3.14819 1.17423 -0.51750  -0.0016
38 N -3.86001 0.23455 0.25052  -0.0027
39 C -3.43529 -1.09933 0.31272  -0.7394
40 O -4.18907 -1.91002 0.82840  0.0277
41 O -2.22909 -1.30607 -0.11668  -0.2856
42 H -3.09716 2.02604 0.01614  0.0660
43 H -3.62676 1.35547 -1.38583  0.0908
44 H -4.85309 0.35012 0.33434  0.1343
45 Cl -1.96264 -2.24526 -3.02956  0.7093
46 C -1.95157 -0.71710 -3.87164  -0.7082
47 C -1.61919 0.38970 -3.10801  -0.3299
48 C -1.49761 1.56748 -3.81672  -0.7117
49 Cl -0.91790 2.96246 -2.91627  0.6799
50 C -1.72503 1.68944 -5.17920  -0.7112
51 Cl -1.52339 3.20443 -5.97803  0.6751
52 C -2.09927 0.55006 -5.89578  -0.7039
53 Cl -2.42801 0.65578 -7.58329  0.6800
54 C -2.19974 -0.67442 -5.23729  -0.7112
55 Cl -2.61677 -2.10659 -6.10236  0.6794
56 C 3.62489 0.01073 -3.65570  -0.0409
57 C 2.35692 -0.03667 -2.81338  -0.5819
58 O 1.19936 0.36959 -3.52085  -0.0751
59 P 2.41648 1.09084 -1.38150  0.5016
60 O 3.62128 0.60324 -0.52134  -0.1102
61 O 2.83038 2.52282 -1.90771  -0.0719
62 O 1.09961 1.14710 -0.64721  -0.3941
63 P 2.06323 -1.67099 -1.99523  0.3658
64 O 1.93932 -2.61921 -3.27958  -0.1078
65 O 3.25732 -1.95996 -1.15662  -0.2694
66 O 0.70380 -1.56796 -1.31957  -0.4149
67 H 3.73083 0.99935 -4.10210  0.0904
68 H 3.56127 -0.73838 -4.44711  0.0904
69 H 4.50739 -0.20967 -3.05232  0.0913
70 H 0.99986 -0.27470 -4.20997  0.1112
71 H 3.66395 -0.41432 -0.53460  0.0674
72 H 2.29540 3.23336 -1.50924  0.1043
73 H 1.64392 -3.51792 -3.05498  0.1020

Cartesian forces (eV/Å) of the 3 atoms listed first:
-0.84 0.39 -0.18
-0.26 0.23 -0.32
1.01 -0.34 1.06